{
  "formula": "C5H7F",
  "method": "wB97M-V/def2-TZVPD",
  "species": ["C", "C", "C", "C", "C", "H", "H", "H", "H", "H", "H", "H", "F"],
  "xyz": [[1.383, 0.079, 0.036], [0.701, 1.181, 0.071], [-0.881, 0.972, 0.009], [-0.964, -0.625, -0.116], [0.395, -1.150, 0.151], [1.212, 2.153, 0.049], [-1.310, 1.426, -0.839], [-1.481, 1.345, 0.938], [-1.683, -1.010, 0.468], [-1.219, -0.875, -1.096], [0.652, -1.678, 1.084], [0.504, -1.835, -0.661], [2.691, 0.018, -0.093]],
  "forces_ev_per_angstrom": [[-2.643, -1.939, -0.132], [-2.128, 2.446, -0.190], [1.392, -1.197, 2.656], [1.686, 3.836, -0.139], [3.030, -0.200, -0.051], [-0.513, -0.302, -0.019], [-0.383, 0.691, -1.016], [1.343, -0.495, -1.482], [-2.530, -1.314, 2.347], [-0.453, -0.225, -1.708], [-0.648, 0.164, -0.157], [1.105, -0.847, -0.318], [0.742, -0.617, 0.210]],
  "smiles": "FC1=CCCC1",
  "homo_ev": -9.25,
  "total_charge": 0,
  "energy_ev": -8014.4725,
  "homo_lumo_gap_ev": 10.411
}

***

{
  "formula": "C27H31N5O3RuS",
  "method": "wB97M-V/def2-TZVPD",
  "species": ["Ru", "C", "N", "C", "C", "C", "C", "C", "C", "C", "N", "C", "C", "C", "C", "C", "C", "N", "C", "C", "H", "H", "H", "H", "H", "H", "H", "H", "H", "H", "H", "H", "H", "H", "H", "H", "H", "H", "H", "H", "C", "N", "C", "C", "N", "C", "S", "H", "H", "H", "H", "H", "H", "O", "C", "C", "C", "C", "C", "C", "C", "O", "O", "H", "H", "H", "H", "H"],
  "xyz": [[-0.691, -0.092, -0.105], [1.214, -2.235, -3.187], [0.326, -2.316, -2.040], [-0.992, -2.796, -2.469], [0.824, -3.007, -0.920], [1.926, -3.858, -0.984], [2.365, -4.558, 0.129], [1.719, -4.413, 1.348], [0.643, -3.553, 1.436], [0.181, -2.842, 0.322], [-0.831, -1.859, 0.495], [-1.905, -2.180, 1.352], [-2.353, -3.482, 1.598], [-3.419, -3.688, 2.451], [-4.057, -2.612, 3.057], [-3.653, -1.320, 2.770], [-2.593, -1.112, 1.900], [-2.110, 0.212, 1.533], [-1.560, 0.891, 2.737], [-3.237, 1.025, 0.990], [1.427, -3.215, -3.634], [2.155, -1.761, -2.907], [0.722, -1.622, -3.944], [-0.911, -3.766, -2.977], [-1.424, -2.071, -3.159], [-1.659, -2.906, -1.617], [2.447, -3.989, -1.921], [3.215, -5.220, 0.036], [2.065, -4.939, 2.226], [0.188, -3.369, 2.399], [-1.890, -4.318, 1.095], [-3.760, -4.696, 2.640], [-4.876, -2.779, 3.742], [-4.165, -0.480, 3.219], [-2.291, 0.842, 3.546], [-1.377, 1.936, 2.509], [-0.640, 0.400, 3.044], [-4.041, 1.093, 1.724], [-3.615, 0.548, 0.087], [-2.866, 2.017, 0.757], [1.088, 1.603, -5.019], [1.735, 1.517, -3.720], [3.073, 1.796, -3.488], [3.310, 1.563, -2.183], [2.119, 1.132, -1.635], [1.158, 1.113, -2.573], [-0.490, 0.676, -2.401], [1.313, 2.568, -5.468], [0.014, 1.511, -4.882], [1.443, 0.802, -5.666], [3.720, 2.141, -4.274], [4.207, 1.660, -1.601], [1.927, 0.937, -0.651], [-1.329, 4.330, 1.487], [0.016, 4.484, 1.616], [0.564, 5.686, 2.051], [1.929, 5.801, 2.242], [2.769, 4.716, 2.023], [2.222, 3.526, 1.584], [0.853, 3.396, 1.349], [0.360, 2.122, 0.781], [1.043, 1.053, 0.905], [-0.717, 2.056, 0.127], [-1.759, 5.171, 1.676], [-0.088, 6.528, 2.249], [2.338, 6.746, 2.575], [3.831, 4.800, 2.199], [2.850, 2.661, 1.417]],
  "forces_ev_per_angstrom": [[-0.647, 0.959, 0.310], [-0.035, 0.099, 0.055], [-0.063, -0.193, -0.244], [0.049, 0.040, 0.027], [-0.102, -0.080, 0.206], [-0.045, -0.018, -0.020], [0.008, -0.001, 0.077], [0.042, -0.010, -0.135], [0.048, 0.298, -0.064], [0.599, -0.048, 0.597], [0.328, -0.371, -0.651], [-0.494, -0.158, -0.262], [0.056, 0.103, -0.136], [-0.053, 0.063, 0.052], [-0.032, -0.040, 0.010], [0.073, 0.005, -0.070], [0.049, -0.108, 0.231], [-0.132, 0.066, -0.086], [-0.060, -0.078, 0.042], [0.016, -0.080, 0.006], [-0.011, 0.013, -0.035], [0.029, -0.028, 0.009], [0.049, 0.003, 0.009], [-0.024, 0.001, 0.010], [-0.012, -0.003, -0.003], [-0.005, 0.012, -0.005], [-0.020, -0.016, -0.024], [0.025, 0.009, 0.013], [0.010, -0.022, 0.002], [-0.092, -0.038, 0.006], [0.099, -0.016, 0.054], [-0.011, -0.015, 0.009], [-0.023, -0.003, -0.015], [-0.020, -0.005, 0.031], [0.025, 0.004, 0.008], [0.026, 0.021, -0.026], [-0.011, -0.009, 0.006], [0.005, 0.035, 0.003], [-0.026, -0.003, 0.033], [0.014, 0.000, -0.034], [-0.024, 0.019, 0.023], [0.032, -0.029, -0.003], [0.025, 0.009, 0.048], [-0.019, -0.025, -0.069], [-0.023, 0.009, -0.132], [0.017, 0.037, 0.070], [-0.175, -0.295, 0.088], [-0.010, -0.010, -0.015], [0.007, 0.011, -0.014], [-0.015, 0.007, -0.005], [0.022, -0.008, -0.010], [0.015, 0.010, 0.006], [0.022, -0.010, 0.066], [0.067, 0.045, -0.060], [-0.136, -0.013, -0.009], [0.035, -0.024, 0.011], [0.001, 0.012, 0.000], [-0.038, -0.013, 0.005], [0.032, -0.013, 0.022], [0.070, -0.046, -0.021], [0.011, 0.096, -0.156], [-0.020, -0.218, -0.043], [0.477, 0.052, 0.189], [-0.021, -0.005, 0.019], [-0.010, 0.007, 0.007], [0.002, 0.001, 0.015], [0.017, 0.006, -0.015], [0.009, 0.001, -0.012]],
  "homo_ev": [-10.32, -10.26],
  "total_charge": 1,
  "energy_ev": -55507.3708,
  "s2": 0.846,
  "homo_lumo_gap_ev": [6.372, 7.038],
  "multiplicity": 2
}

***

What energy relative to the best compared isomer or geometry (same formula, charge and spin) values result from the calculations? In sequence: 17.0 8.8 kcal/mol.
What largest force on an atom values result from the calculations? In sequence: 0.08153 0.02328 hartree/bohr.